*i*
8
Properties=species:S:1:pos:R:3 method="wB97M-V/def2-TZVPD" smiles="[H]/N=N/C(N)=S" lumo_energy_ev=-1.01 homo_lumo_gap_ev=7.833 multiplicity=1
S 0.21540 2.00432 -0.54664
N 0.82485 -0.48671 -0.25577
N -1.42874 -0.11622 0.68381
N 1.60398 -1.29383 -0.75704
C -0.01719 0.45360 -0.05445
H 2.41886 -1.27658 -0.09597
H -2.00721 -0.08212 -0.11857
H -1.60995 0.79753 1.14462

---

*ii*
8
Properties=species:S:1:pos:R:3 method="wB97M-V/def2-TZVPD" smiles="N/N=N/C=S" lumo_energy_ev=-0.49 homo_lumo_gap_ev=7.944 multiplicity=1
S 1.05478 -2.40517 2.94472
N 0.28809 -0.95122 0.79170
N -0.42445 0.22396 -0.95792
N -0.13652 0.12476 0.30000
C 1.08933 -1.20993 1.83820
H 1.89854 -0.37759 1.87183
H -0.20723 -0.27498 -1.85925
H -0.65975 1.18867 -1.19585

---

It turns out *ii* is the most stable, with the second structure 0.0115 hartree higher.

---

*i*
58
Properties=species:S:1:pos:R:3 method="wB97M-V/def2-TZVPD" smiles="CCOc1cc(NC(=S)NCc2ccco2)c(OCC)cc1NC(=O)CC(C)C" lumo_energy_ev=0.52 homo_lumo_gap_ev=8.285 multiplicity=1
S 5.06983 -2.47858 -1.26767
O -0.35952 1.67434 -0.11292
O -3.85922 -1.64298 0.52923
O 0.30888 -3.80285 -0.55755
O 5.09908 2.31153 0.99457
N -2.45090 0.11525 0.19212
N 3.91135 -0.91912 0.52216
N 2.52091 -2.21535 -0.80473
C 4.85255 3.42168 0.27731
C 4.92301 1.25591 0.17124
C -0.10094 0.33001 -0.19023
C -4.76702 0.58544 0.58039
C 1.14053 -0.22979 -0.43141
C 4.54915 1.68783 -1.06869
C 4.50520 3.10188 -0.99782
C -0.35951 -4.55244 1.68494
C 0.70882 2.60225 -0.10829
C 0.71449 -4.51526 0.60484
C -1.07719 -1.87980 -0.16219
C -3.66738 -0.45132 0.43672
C 3.77717 -1.80790 -0.48926
C 1.43584 2.65477 1.23089
C 0.16995 -2.44007 -0.39175
C 1.29356 -1.61520 -0.51409
C -1.22646 -0.50696 -0.04488
C -6.12771 2.36780 -0.54471
C -5.08689 1.27114 -0.75768
C 5.10173 -0.12504 0.71712
C -5.58540 0.24683 -1.77305
H -2.39103 1.12445 0.17552
H 0.92616 -5.52431 0.24345
H 0.22703 3.56401 -0.30497
H -4.84622 -0.53573 -1.92590
H -5.76596 3.11624 0.15733
H -5.78575 0.72448 -2.72946
H -5.65920 0.07655 0.94751
H -0.02466 -5.17559 2.50967
H 2.45960 -3.07437 -1.33799
H -1.28065 -4.96354 1.28072
H -6.35422 2.86267 -1.48615
H -6.50331 -0.21788 -1.42062
H -4.17234 1.73274 -1.14929
H 3.06527 -0.59536 0.96891
H -4.46428 1.33379 1.31649
H 4.35158 1.07509 -1.92498
H -0.56257 -3.55113 2.05869
H 5.33593 -0.06337 1.78294
H -7.04862 1.94409 -0.15070
H 1.64074 -4.08330 1.01044
H 1.99686 0.40002 -0.61304
H -1.94007 -2.51828 -0.07498
H 4.25459 3.77914 -1.78818
H 5.91209 -0.64720 0.19649
H 1.40925 2.39749 -0.92588
H 4.96389 4.36325 0.77726
H 0.73442 2.89475 2.02617
H 1.90007 1.69895 1.46088
H 2.20750 3.41837 1.19505

---

*ii*
58
Properties=species:S:1:pos:R:3 method="wB97M-V/def2-TZVPD" smiles="COC(=O)c1cc(S(=O)(=O)NCC2CCN(Cc3ccc(C)cc3)CC2)cn1C" lumo_energy_ev=0.64 homo_lumo_gap_ev=8.611 multiplicity=1
S -0.34308 0.87035 -0.95535
O -0.01089 -0.31363 -1.69222
O -0.05962 2.15585 -1.52825
O -4.94030 -1.84221 0.82470
O -6.38070 -0.12298 0.69022
N 5.10647 0.81521 0.56330
N -4.15788 1.50602 -0.27186
N 0.31721 0.74216 0.56794
C 2.94511 1.72783 -0.33808
C 1.69988 -2.78977 -0.56881
C 4.48038 1.72959 -0.36653
C 2.31649 -2.80344 0.67416
C 4.09446 -1.39083 -0.13828
C 2.44346 1.97185 1.08487
C -5.32814 2.33845 -0.23794
C 0.90999 1.92166 1.15667
C 5.32416 -0.54982 0.11415
C 3.50436 -2.12209 0.88429
C -4.10328 0.18067 0.08060
C -2.93400 1.89854 -0.66215
C 3.07930 0.95759 2.03615
C -5.26320 -0.56722 0.55206
C 0.39124 -3.47531 -0.80875
C -2.06717 0.82940 -0.56932
C 4.60905 0.99892 1.90626
C -6.00450 -2.66034 1.28652
C -2.80138 -0.26096 -0.09838
C 3.49719 -1.41486 -1.39443
C 2.32122 -2.10615 -1.60818
H 4.95707 1.98435 2.24324
H 0.51910 -4.31132 -1.49598
H -5.72867 2.38946 0.77513
H 2.80060 1.18530 3.06786
H -5.57943 -3.64757 1.44632
H -0.03460 -3.85092 0.11922
H 1.85884 -2.09637 -2.58247
H 5.06196 0.24448 2.55343
H 0.85512 -0.10398 0.66929
H 2.56409 2.50376 -1.00382
H -2.43524 -1.24946 0.08365
H 2.75070 2.97721 1.39850
H -6.41418 -2.26312 2.21774
H 5.91024 -0.48398 -0.80834
H 2.56872 0.77113 -0.70325
H 1.86428 -3.34935 1.49157
H -2.72230 2.89501 -0.99439
H 4.83616 1.50096 -1.37261
H 5.94652 -1.03291 0.87462
H -6.10675 1.92464 -0.87956
H 0.58813 1.98640 2.20340
H 2.71891 -0.04406 1.80016
H 3.97393 -2.15520 1.85865
H 0.48963 2.76457 0.60520
H -6.80330 -2.70213 0.54305
H 4.83187 2.73627 -0.10459
H 3.95713 -0.87775 -2.21217
H -0.29785 -2.76607 -1.26477
H -5.06466 3.33737 -0.57943

---

*iii*
58
Properties=species:S:1:pos:R:3 method="wB97M-V/def2-TZVPD" smiles="CC[C@@H](O)[C@H](C)C(=O)N1CC[C@](NC(=O)CN2CSCC2=O)(c2ccccc2)C1" lumo_energy_ev=0.57 homo_lumo_gap_ev=9.783 multiplicity=1
S 4.23964 1.98509 -3.93541
O 2.97098 0.76365 -0.49532
O 0.41114 -1.61684 4.99945
O -1.87561 1.17434 2.90348
O -0.74448 2.78847 -2.19898
N 0.11008 1.00662 -1.02604
N 2.52361 2.40146 -2.00997
N -1.58866 0.02315 1.00246
C -1.98154 -1.61051 4.53087
C 2.70354 2.79537 -3.39000
C -2.48729 0.92305 0.27189
C -0.25167 -0.16309 -3.64672
C -0.86981 -0.85561 0.09084
C -0.88248 -0.05800 -1.22326
C -0.54213 -2.24824 -2.51000
C 1.44542 2.97962 -1.22839
C -0.25443 -0.59279 2.98159
C 1.09189 0.13233 2.89218
C -2.41045 -1.87002 5.97049
C 0.06434 -0.83826 -4.81393
C 3.17122 1.29393 -1.57739
C -0.56150 -0.85881 -2.47684
C -0.22366 -2.92665 -3.68104
C -1.30798 0.27024 2.30612
C 0.12856 2.25960 -1.53400
C -0.66062 -0.86042 4.43014
C -2.31886 0.48771 -1.18127
C 0.08231 -2.22688 -4.83565
C 4.14694 0.76422 -2.60513
H -2.18006 1.95747 0.43333
H -2.98516 -0.34252 -1.42379
H -1.88381 -2.55836 3.99156
H 1.87154 -0.45956 3.36555
H -1.71811 -2.53431 6.49276
H 1.38632 0.32238 1.85734
H 3.78037 -0.20251 -2.95185
H -3.51192 0.82327 0.62996
H -2.75026 -1.01988 4.02925
H -3.39000 -2.34708 6.00666
H 1.85008 2.49117 -4.00052
H 0.21824 -1.76092 5.92990
H 1.70637 2.89184 -0.17368
H 0.29428 -0.27799 -5.71148
H 0.14313 -1.06726 0.43120
H -0.17981 -1.56620 2.49027
H -0.20902 -4.00895 -3.68290
H 0.33221 -2.75652 -5.74548
H -2.47648 -0.93512 6.53144
H -0.28524 0.91911 -3.64705
H -1.40093 -1.80130 -0.03297
H -0.75376 0.10243 4.94486
H 1.32718 4.02784 -1.49480
H 1.02580 1.09461 3.40302
H -2.49042 1.29384 -1.88642
H 0.96834 0.72086 -0.56719
H -0.76271 -2.82856 -1.62482
H 2.82577 3.87569 -3.46449
H 5.11954 0.62381 -2.13982

---

It turns out *iii* is the most stable, with the second structure 0.0635 hartree higher.

---

*i*
14
Properties=species:S:1:pos:R:3 method="wB97M-V/def2-TZVPD" lumo_energy_ev=-3.24 homo_lumo_gap_ev=12.536 total_charge=+1 multiplicity=1
O -2.02637 2.03697 1.18319
O 0.36212 -1.87447 -1.85373
O 2.17006 0.10953 0.15545
N -0.49546 -0.26331 0.62954
H 2.87071 0.73048 0.38764
H 0.19091 -1.18682 -2.50377
H -0.23401 -0.96109 1.32906
H -1.05155 -0.69498 -0.09686
H -2.25363 2.87709 1.59306
H -0.98478 0.46811 1.15437
H 0.35893 0.09028 0.16446
H 2.54505 -0.37977 -0.58817
H -2.74770 1.85689 0.57016
H 0.64721 -2.67736 -2.30605

---

*ii*
14
Properties=species:S:1:pos:R:3 method="wB97M-V/def2-TZVPD" lumo_energy_ev=-3.32 homo_lumo_gap_ev=12.372 total_charge=+1 multiplicity=1
O -0.86141 2.03286 -2.03145
O 2.16370 -2.16581 0.87204
O -2.05018 -0.18988 1.03633
N 0.56871 0.28369 0.03457
H 0.35362 1.23538 -0.29072
H 1.39890 0.23894 0.62141
H -0.74903 1.51698 -2.83252
H 3.02706 -1.75326 0.85757
H -2.89152 0.21637 1.27694
H -1.57215 2.57285 -2.41543
H -2.16245 -1.06572 1.43159
H -0.27609 -0.04862 0.52620
H 0.73072 -0.26609 -0.80985
H 2.32011 -2.60769 1.72330

---

*iii*
14
Properties=species:S:1:pos:R:3 method="wB97M-V/def2-TZVPD" lumo_energy_ev=-3.43 homo_lumo_gap_ev=11.510 total_charge=+1 multiplicity=1
O 0.67072 1.70388 0.94790
O 0.06617 -1.18539 -2.20712
O -1.84959 0.92969 0.97474
N 1.24742 -1.08212 0.20371
H 0.97059 -0.58071 -0.65775
H -0.30989 1.48630 0.82232
H -2.47852 0.49530 1.56245
H -0.30129 -0.57248 -2.85112
H 2.00032 -0.37910 0.37309
H -2.28038 1.73491 0.65596
H 0.57159 -0.97056 0.96486
H 0.47482 2.47910 1.49555
H -0.36025 -2.04141 -2.29034
H 1.57829 -2.01739 0.00574

---

It turns out *i* is the most stable, with the second structure 0.0131 hartree higher.

---

*i*
15
Properties=species:S:1:pos:R:3 method="wB97M-V/def2-TZVPD" smiles=CCc1ccoc1Cl lumo_energy_ev=0.86 homo_lumo_gap_ev=8.543 multiplicity=1
Cl 2.58858 1.40131 0.20689
O 2.22965 -1.25211 0.22095
C -0.57738 1.02431 -0.52626
C -1.54766 1.23343 0.66137
C 1.75360 -0.02779 0.02840
C 1.22750 -2.13350 0.03113
C 0.19863 -0.21172 -0.42951
C 0.05251 -1.55705 -0.35133
H -2.04045 2.20559 0.44104
H -1.09245 1.37736 1.69582
H -2.35838 0.47127 0.50033
H -1.27894 1.11264 -1.30283
H 0.00413 1.81414 -0.54999
H 1.49756 -3.19326 0.04583
H -0.65691 -2.26462 -0.67182

---

*ii*
15
Properties=species:S:1:pos:R:3 method="wB97M-V/def2-TZVPD" lumo_energy_ev=-0.73 homo_lumo_gap_ev=8.532 multiplicity=1
Cl 2.27708 -2.45882 -0.95064
O -0.99128 0.44400 -1.95227
C 0.95103 -1.95630 0.16111
C -0.86344 2.34277 -0.14589
C 0.17122 0.30557 0.81014
C -0.51702 -0.58204 -1.41062
C -0.50869 1.59385 1.03512
C 0.18909 -0.69307 -0.13689
H -1.46664 3.15985 0.35315
H -0.23579 1.99517 1.99051
H 0.45338 -2.93840 0.58625
H 1.45504 -1.74189 1.14564
H -0.99198 1.80750 -1.20341
H 0.87729 0.19448 1.54144
H -0.79930 -1.47269 -1.82365

---

It turns out *i* is the most stable, with the second structure 0.0453 hartree higher.

---

*i*
7
Properties=species:S:1:pos:R:3 method="wB97M-V/def2-TZVPD" lumo_energy_ev="0.55 / -3.16" homo_lumo_gap_ev="10.487 / 5.647" multiplicity=1
O -1.34268 -0.50671 0.96409
N -1.23875 -0.15629 -0.25140
C 1.53294 -0.72760 0.56298
C 1.75856 0.44640 0.27005
H -1.92681 0.18285 -0.88638
H -0.41631 -0.69541 -0.68726
H 1.63304 1.45675 0.02792

---

*ii*
7
Properties=species:S:1:pos:R:3 method="wB97M-V/def2-TZVPD" smiles="CN=C=O" lumo_energy_ev=0.58 homo_lumo_gap_ev=10.855 multiplicity=1
O -3.83885 0.10592 -0.22962
N -1.43906 -0.64936 0.44278
C -2.65117 -0.21771 0.08145
C -0.19165 -0.15109 -0.19910
H 0.52856 0.29969 0.47901
H -0.41473 0.48874 -0.96398
H 0.19691 -1.13158 -0.63972

---

It turns out *ii* is the most stable, with the second structure 0.2572 hartree higher.

---

*i*
7
Properties=species:S:1:pos:R:3 method="wB97M-V/def2-TZVPD" smiles="C=NC=O" lumo_energy_ev=0.68 homo_lumo_gap_ev=10.287 multiplicity=1
O 2.27601 -0.32438 -0.36027
N -0.03495 -0.17628 0.43945
C 1.31736 0.28429 -0.08182
C -1.21308 -0.35828 0.10517
H -2.04261 -0.33102 0.89824
H -1.67319 -0.53342 -0.93111
H 1.37045 1.43909 -0.06967

---

*ii*
7
Properties=species:S:1:pos:R:3 method="wB97M-V/def2-TZVPD" lumo_energy_ev="0.44 / -0.05" homo_lumo_gap_ev="9.417 / 7.932" multiplicity=1
O -2.54167 -0.32719 0.13118
N 0.65311 0.70352 0.31337
C -1.59285 0.28760 -0.15994
C 1.35537 -0.25790 0.09889
H 2.51658 -0.31337 0.36920
H -1.36548 1.13193 -0.81945
H 0.97493 -1.22459 0.06675

---

It turns out *i* is the most stable, with the second structure 0.0981 hartree higher.

---

*i*
17
Properties=species:S:1:pos:R:3 method="wB97M-V/def2-TZVPD" lumo_energy_ev=0.59 homo_lumo_gap_ev=10.103 multiplicity=1
O -0.98059 -1.73527 -0.88881
O 2.34317 0.80428 0.46817
N 1.29967 -0.63193 -1.58207
N -1.95128 0.07188 -0.15139
N 0.95418 0.58487 0.54057
N -2.18879 1.46579 0.30950
C 0.58172 -0.20158 -0.55707
C 0.76738 -0.08947 1.92104
C -0.83592 -0.59264 -0.55245
H 2.71786 0.30035 -0.29427
H 0.73465 -1.06185 -2.25122
H -0.29196 -0.32148 2.18394
H 1.30175 -1.06185 1.80143
H -2.84740 -0.44746 -0.39297
H -1.85635 2.42063 -0.26195
H -1.68576 1.70905 1.22826
H 1.15108 0.77842 2.66644

---

*ii*
17
Properties=species:S:1:pos:R:3 method="wB97M-V/def2-TZVPD" smiles="CNC(=O)O.N=C1NN1" lumo_energy_ev=0.51 homo_lumo_gap_ev=8.406 multiplicity=1
O -1.30151 -1.82791 -0.68193
O -1.26413 -1.24282 1.49658
N 1.51921 0.11172 1.50326
N -0.69516 0.34305 -0.02066
N 1.65342 1.18181 -0.81931
N 1.60610 -1.00015 0.62027
C 1.31117 0.52865 0.22072
C -1.12697 0.88561 -1.32112
C -1.02473 -1.04532 0.18399
H -1.04005 0.92230 0.74318
H -0.80379 0.22198 -2.11943
H -0.64581 1.85372 -1.43525
H 0.67732 0.02570 2.07084
H 2.51797 1.69773 -0.66902
H -2.21217 0.98346 -1.32664
H -1.41675 -2.19912 1.58651
H 2.24587 -1.44041 -0.03199

---

It turns out *i* is the most stable, with the second structure 0.0207 hartree higher.

---

*i*
13
Properties=species:S:1:pos:R:3 method="wB97M-V/def2-TZVPD" lumo_energy_ev=0.70 homo_lumo_gap_ev=9.888 multiplicity=1
F 2.80197 1.28118 0.16131
F 2.64061 -0.33965 -1.13806
F -1.50091 -1.57575 -0.61198
O -2.67325 0.80367 0.58031
C -0.98558 -0.26567 -0.75995
C 2.26783 0.10692 0.06726
C -1.57772 0.79049 -0.24871
C 1.51110 -0.58011 0.85869
H 1.23465 -1.69658 0.87740
H -0.36938 -0.22469 -1.62931
H -1.16074 1.72847 -0.31153
H -3.30839 0.02060 0.35615
H 1.11982 -0.04887 1.79842

---

*ii*
13
Properties=species:S:1:pos:R:3 method="wB97M-V/def2-TZVPD" smiles="CC(F)=C(F)F.C=O" lumo_energy_ev=0.26 homo_lumo_gap_ev=9.894 multiplicity=1
F 1.44622 -1.25528 -0.92385
F -1.72672 -0.92384 0.66942
F -0.70668 -1.75000 -1.69876
O -0.12824 2.04303 -0.11132
C 0.39279 0.03282 1.55682
C 0.08582 -1.23666 -0.72232
C -0.41563 -0.74612 0.44920
C -0.10503 1.47631 -1.25801
H 0.18015 1.06945 1.45357
H -0.93440 1.12375 -1.93115
H -0.23876 -0.48936 2.41794
H 0.94034 1.18599 -1.56208
H 1.21014 -0.53010 1.66055

---

*iii*
13
Properties=species:S:1:pos:R:3 method="wB97M-V/def2-TZVPD" lumo_energy_ev=-0.94 homo_lumo_gap_ev=9.676 multiplicity=1
F -0.24369 -0.78176 1.54671
F 1.59103 1.50012 2.13775
F 1.84366 1.61037 -0.06459
O 2.32398 -0.38334 0.97104
C 1.65720 0.71999 0.98252
C -0.12449 -0.29582 -0.64263
C 0.31005 -0.04073 0.71384
C -1.68304 -0.39475 -0.80835
H 0.31607 -1.16839 -1.10143
H -2.05512 -1.42310 -0.78634
H 0.19301 0.60641 -1.31506
H -2.10951 0.07289 0.02829
H -2.01917 -0.02190 -1.66177

---

It turns out *iii* is the most stable, with the second structure 0.0064 hartree higher.